[1]
{"formula": "C4H7NO2", "method": "ωB97M-V with the def2-TZVPD basis set", "species": ["O", "C", "N", "C", "C", "C", "O", "H", "H", "H", "H", "H", "H", "H"], "positions_angstrom": [[-1.7448, -1.0733, 0.7314], [-2.2672, -0.0810, 0.2190], [-1.6968, 1.0619, -0.2292], [0.6117, 0.1360, -0.5371], [0.9111, -0.1234, 0.8118], [2.1631, -0.4136, -0.2951], [3.1227, 0.2734, -0.0834], [-3.3691, -0.1234, 0.1388], [-2.2992, 1.3132, -1.0099], [0.0399, -0.5692, -1.1168], [0.5946, 1.2061, -0.7455], [1.3834, 0.6230, 1.4298], [0.2002, -0.7854, 1.3040], [2.3504, -1.4442, -0.6176]], "e_lumo_ev": -3.065, "e_above_lowest_kcal_mol": 159.4, "homo_ha": -0.30286}

***

[2]
{"formula": "C4H7NO2", "method": "ωB97M-V with the def2-TZVPD basis set", "species": ["C", "O", "C", "N", "C", "C", "O", "H", "H", "H", "H", "H", "H", "H"], "positions_angstrom": [[1.9134, -0.0386, -0.5917], [0.7135, 0.3165, -1.3243], [-0.4002, 0.1745, -0.5868], [-1.4208, 0.9981, -0.9196], [-0.4616, -0.7431, 0.4263], [-1.0357, -0.4678, 1.7077], [-0.9817, -1.2199, 2.6673], [2.0329, 0.6364, 0.2609], [1.9196, -1.0585, -0.1991], [2.7219, 0.0702, -1.3041], [-2.3481, 0.7246, -0.6358], [-1.3370, 1.6846, -1.6516], [0.1395, -1.6370, 0.3350], [-1.4556, 0.5601, 1.8160]], "e_lumo_ev": 0.639, "smiles": "CO/C(N)=C/C=O", "e_above_lowest_kcal_mol": 45.2, "homo_ha": -0.30857}

***

[3]
{"formula": "C4H7NO2", "method": "ωB97M-V with the def2-TZVPD basis set", "species": ["H", "N", "C", "C", "C", "H", "H", "H", "H", "H", "H", "O", "C", "O"], "positions_angstrom": [[1.8896, 1.2911, 0.5198], [1.0500, 0.7212, 0.4060], [0.1536, 1.3576, -0.2293], [-1.1925, 0.7761, -0.5543], [-1.4127, -0.6624, -0.1030], [0.3087, 2.3855, -0.5894], [-1.3308, 0.8677, -1.6409], [-1.9490, 1.4416, -0.1139], [-0.5951, -1.3107, -0.4260], [-2.3488, -1.0487, -0.5192], [-1.4680, -0.7347, 0.9872], [3.2533, -1.0507, 0.9337], [2.2821, -1.6718, 0.7530], [1.3595, -2.3620, 0.5763]], "e_lumo_ev": 0.820, "smiles": "[H]/N=C/CC.O=C=O", "e_above_lowest_kcal_mol": 5.9, "homo_ha": -0.37778}

***

[4]
{"formula": "C4H7NO2", "method": "ωB97M-V with the def2-TZVPD basis set", "species": ["O", "C", "C", "N", "C", "O", "C", "H", "H", "H", "H", "H", "H", "H"], "positions_angstrom": [[0.5743, 0.5203, 2.0758], [0.4598, 0.6175, 0.6709], [-0.9909, 0.6942, 0.1459], [-1.3130, -0.3166, -0.8908], [-0.3799, -0.5671, -1.7231], [0.9220, -0.6045, -1.3811], [0.9302, -0.6778, 0.0366], [0.2869, -0.3707, 2.3238], [1.0475, 1.4966, 0.3866], [-1.1830, 1.6356, -0.3804], [-1.6921, 0.6313, 0.9879], [-0.5460, -0.8198, -2.7636], [1.9515, -0.9621, 0.3386], [-0.0674, -1.2770, 0.1728]], "e_lumo_ev": 0.918, "smiles": "O[C@@H]1CN=COC1", "e_above_lowest_kcal_mol": 61.8, "homo_ha": -0.35184}

***

[5]
{"formula": "C4H7NO2", "method": "ωB97M-V with the def2-TZVPD basis set", "species": ["C", "C", "C", "N", "C", "O", "O", "H", "H", "H", "H", "H", "H", "H"], "positions_angstrom": [[1.0458, 1.3822, 0.1137], [0.6878, -0.0194, -0.3429], [-0.0199, -0.8080, 0.7418], [-1.4548, -0.6428, 0.4237], [-1.5317, -0.2555, -0.9458], [-2.5081, -0.1411, -1.6236], [-0.2670, 0.0209, -1.4140], [0.1636, 1.8923, 0.5180], [1.4286, 1.9627, -0.7277], [1.8144, 1.3411, 0.8955], [1.5657, -0.5700, -0.6852], [0.1710, -0.5503, 1.7815], [0.2491, -1.9593, 0.6804], [-1.3056, -1.6743, 0.5713]], "e_lumo_ev": 0.609, "smiles": "C[C@H]1CNC(=O)O1", "e_above_lowest_kcal_mol": 40.9, "homo_ha": -0.38689}

***

[6]
{"formula": "C4H7NO2", "method": "ωB97M-V with the def2-TZVPD basis set", "species": ["C", "C", "N", "O", "C", "C", "O", "H", "H", "H", "H", "H", "H", "H"], "positions_angstrom": [[-1.4225, -1.1478, -0.2711], [-0.3623, -0.1203, 0.0408], [-0.5727, 1.0200, 0.5836], [-1.8948, 1.2637, 0.8935], [1.0272, -0.1769, -0.5377], [2.1492, 0.4817, 0.1173], [2.1281, -0.9337, -0.0489], [-2.2901, -0.6742, -0.7460], [-1.0356, -1.9235, -0.9378], [-1.7961, -1.6384, 0.6354], [-1.8465, 2.1712, 1.2273], [1.0191, -0.1828, -1.6290], [2.8330, 1.0786, -0.4855], [2.0639, 0.7824, 1.1581]], "e_lumo_ev": 0.928, "smiles": "C/C(=N\\O)[C@H]1CO1", "e_above_lowest_kcal_mol": 87.5, "homo_ha": -0.36312}

***

[7]
{"formula": "C4H7NO2", "method": "ωB97M-V with the def2-TZVPD basis set", "species": ["O", "C", "C", "N", "C", "C", "O", "H", "H", "H", "H", "H", "H", "H"], "positions_angstrom": [[0.5342, -2.2430, 0.3547], [0.0825, -1.1276, 0.2593], [-1.1819, -0.6544, -0.4408], [-1.2672, 0.7194, 0.0244], [0.0995, 1.1631, -0.2117], [0.8268, 0.1401, 0.6751], [2.2051, 0.0364, 0.4912], [-0.8489, -0.6457, -1.5343], [-2.0837, -1.2480, -0.2818], [-1.9620, 1.2706, -0.4618], [0.2575, 2.2110, 0.0630], [0.3530, 0.9420, -1.3073], [0.5626, 0.3333, 1.7304], [2.4227, -0.8971, 0.6397]], "e_lumo_ev": 0.903, "smiles": "O=C1CNC[C@@H]1O", "e_above_lowest_kcal_mol": 35.1, "homo_ha": -0.34960}

***

[8]
{"formula": "C4H7NO2", "method": "ωB97M-V with the def2-TZVPD basis set", "species": ["H", "N", "C", "O", "C", "C", "C", "O", "H", "H", "H", "H", "H", "H"], "positions_angstrom": [[0.0354, -2.7092, -0.7370], [-0.7595, -2.1737, -0.4149], [-0.7414, -0.9418, -0.5187], [-1.5922, -0.0717, 0.0174], [-0.9578, 1.2172, 0.0033], [0.4346, 0.8114, -0.4535], [1.0159, -0.1860, 0.7545], [0.2166, -0.0083, -1.5394], [-1.5217, 1.8633, -0.6777], [-0.9442, 1.6257, 1.0147], [1.1170, 1.6713, -0.5905], [0.4168, -0.6349, 1.5841], [1.6301, -1.0050, 0.3435], [1.6504, 0.5417, 1.2142]], "e_lumo_ev": 0.897, "smiles": "[H]/N=C1/OC[C@@H](C)O1", "e_above_lowest_kcal_mol": 80.9, "homo_ha": -0.36779}